[1]
Computed, not measured: a molecular structure, C23H28LuN6O5 in a non-equilibrium geometry, with ωB97M-V/def2-TZVPD.

orbital gap	8.931	eV
charge	+1
total energy	-2833.4416	a.u.
relative energy (zero: lowest compared OMol25 entry of this formula, charge and spin)	23.0	kcal per mole

Each line ends with the Löwdin charge.
Geometry (Å):
Lu1 0.6591 0.5387 -0.2829  1.708
O1 1.9222 -0.3092 1.3198  -0.244
C1 3.3526 -0.0514 1.3831  -0.168
C2 3.9594 -0.5918 0.0888  -0.152
N1 3.2426 0.0039 -1.0203  -0.190
C3 3.1717 -0.8820 -2.2209  -0.023
C4 1.6567 -1.3576 -2.5317  -0.538
O2 1.4529 -1.9415 -3.5945  0.062
O3 0.7433 -0.9689 -1.6734  -0.235
C5 3.6111 1.4307 -1.2884  -0.046
C6 2.2547 2.0461 -1.1864  -0.680
O4 1.8738 2.4271 -0.0442  -0.099
O5 1.3891 1.7947 -2.0721  -0.046
H1 1.4911 0.0738 2.1462  0.065
H2 3.8312 -0.5917 2.2060  0.133
H3 3.4772 1.0097 1.5572  0.108
H4 3.8086 -1.6568 0.0868  0.126
H5 5.0460 -0.3821 0.0623  0.147
H6 3.9587 -1.6411 -2.2182  0.134
H7 3.4166 -0.2605 -3.0355  0.103
H8 4.1795 1.5826 -2.1794  0.133
H9 4.0837 1.8346 -0.4159  0.119
C7 -3.4293 2.4375 -1.7154  -0.036
C8 -2.3984 1.5971 -1.4883  -0.093
N2 -1.4730 1.7359 -0.4641  -0.002
C9 -1.7020 2.7833 0.3229  -0.096
C10 -2.8731 3.4937 0.3474  -0.165
C11 -3.7198 3.4057 -0.7481  0.030
C12 -3.1903 4.3338 1.5490  -0.011
C13 -2.5393 4.3532 2.7098  -0.017
C14 -1.4730 3.3822 3.0767  -0.293
C15 -0.1028 3.7132 3.1153  0.004
C16 0.8534 2.6755 2.9793  -0.078
N3 0.4814 1.3517 2.9675  0.054
C17 -0.8258 1.1810 3.2029  -0.197
N4 -1.7871 2.0905 3.1687  0.151
H10 -4.0454 2.3566 -2.5915  0.118
H11 -2.2370 0.8141 -2.2054  0.117
H12 -0.9376 3.0557 0.9971  0.087
H13 -4.5818 4.0303 -0.7751  0.120
H14 -3.9792 5.0553 1.3918  0.115
H15 -2.8476 5.0507 3.5341  0.140
H16 0.2525 4.7743 3.0983  0.138
H17 1.9261 2.9138 2.7798  0.129
H18 -1.1637 0.1808 3.2541  0.092
N5 -0.7687 -0.8979 0.9537  0.098
C18 -0.8294 -2.0269 0.6057  -0.262
N6 -1.0851 -3.2291 0.3705  -0.066
C19 -0.0900 -4.2608 0.1219  -0.108
C20 0.0874 -4.4766 -1.3889  -0.161
C21 -1.0979 -3.9691 -2.1817  -0.193
C22 -2.3805 -4.3521 -1.4648  -0.148
C23 -2.4567 -3.5433 -0.1300  -0.084
H19 -0.4046 -5.2140 0.5740  0.135
H20 0.8854 -3.9516 0.5539  0.138
H21 0.1532 -5.5698 -1.5465  0.125
H22 1.0131 -3.9993 -1.7588  0.107
H23 -1.0394 -4.2737 -3.2182  0.126
H24 -1.0980 -2.9114 -2.1927  0.085
H25 -2.3895 -5.4054 -1.1815  0.114
H26 -3.2821 -4.1269 -2.0208  0.114
H27 -3.0268 -4.0777 0.6248  0.123
H28 -2.9791 -2.5874 -0.3139  0.132


[2]
Computed, not measured: a molecular structure, C23H28MnN3O4PS2SiTe in a non-equilibrium geometry, with ωB97M-V/def2-TZVPD.

spin multiplicity	5
orbital gap (alpha / beta)	5.815 / 7.087	eV
charge	-1
total energy	-4204.9055	a.u.
relative energy (zero: lowest compared OMol25 entry of this formula, charge and spin)	67.2	kcal per mole

Each line ends with the Löwdin charge.
Geometry (Å):
Mn1 0.3222 0.2136 -0.5478  0.413
S1 2.4476 -0.4274 -0.8873  0.662
C1 2.2835 -2.2429 -0.7131  -0.621
C2 3.3840 -2.5995 0.1290  -0.285
N1 4.2980 -2.8093 0.7879  0.190
C3 0.5868 -2.9518 -1.8249  -0.661
S2 -0.2144 -1.4545 -2.5255  0.685
C4 -0.1710 -4.0780 -2.2578  -0.279
N2 -0.7992 -4.9554 -2.6440  0.184
C5 -1.7393 2.8686 -1.8601  -0.166
Si1 -2.6143 1.6537 -0.6776  0.478
C6 -4.1572 1.0576 -1.6540  -0.169
C7 -3.2311 2.6730 0.8268  -0.164
N3 -1.5742 0.3413 -0.1680  -0.176
C8 -2.1329 -0.8330 0.2611  -0.318
C9 -3.4882 -0.9717 0.6015  -0.061
C10 -4.0716 -2.2043 0.7955  -0.101
C11 -3.3249 -3.3629 0.6696  -0.097
C12 -1.9552 -3.2619 0.4753  -0.023
C13 -1.3588 -2.0247 0.3451  -0.211
O1 0.0377 -1.8377 0.3383  -0.209
C14 0.8657 -2.7859 -0.2994  -0.403
C15 2.1257 -2.9799 -2.0723  -0.239
C16 2.6846 -4.3527 -2.0809  -0.039
C17 2.5106 -5.2593 -1.1097  -0.084
C18 1.7829 -5.0854 0.1233  -0.071
C19 1.0416 -4.0349 0.4945  -0.008
H1 -2.2111 3.8460 -1.7998  0.024
H2 -1.8012 2.5318 -2.8901  0.023
H3 -0.6903 2.9972 -1.6199  -0.011
H4 -4.2588 1.6019 -2.5887  0.016
H5 -5.0642 1.2145 -1.0802  0.018
H6 -4.0972 0.0011 -1.8905  0.026
H7 -3.6001 3.6368 0.4859  0.018
H8 -2.4316 2.8461 1.5397  0.008
H9 -4.0360 2.1756 1.3599  0.014
H10 -4.0928 -0.0840 0.6942  0.077
H11 -5.1236 -2.2492 1.0375  0.097
H12 -3.7850 -4.3353 0.7437  0.093
H13 -1.3640 -4.1612 0.4111  0.102
H14 2.4298 -2.3980 -2.9410  0.129
H15 3.2520 -4.6259 -2.9569  0.109
H16 2.9758 -6.2280 -1.2303  0.101
H17 1.8670 -5.9124 0.8159  0.108
H18 0.6064 -4.0043 1.4831  0.132
C20 4.5658 2.1141 1.5102  -0.085
C21 3.6219 2.7417 0.4972  -0.312
O2 2.4589 3.2599 1.1247  -0.284
P1 1.1292 2.3249 1.0131  0.117
O3 0.8845 2.1716 -0.4748  -0.444
Te1 1.1353 0.4390 2.4323  0.597
O4 0.0353 3.3091 1.6512  -0.323
C22 -0.0190 4.6751 1.2775  -0.292
C23 0.5913 5.5068 2.3938  -0.070
H19 5.4990 1.8393 1.0242  0.075
H20 4.1196 1.2196 1.9428  0.024
H21 4.7728 2.8207 2.3118  0.074
H22 3.3340 2.0080 -0.2643  0.049
H23 4.1010 3.5863 -0.0113  0.119
H24 -1.0748 4.9270 1.1295  0.113
H25 0.5172 4.8255 0.3350  0.115
H26 0.0949 5.2621 3.3309  0.080
H27 0.4767 6.5692 2.1901  0.072
H28 1.6453 5.2555 2.4893  0.068